Here is a cluster of 14 separate species, C32H98N10O14 in total from the Open Molecules 2025 dataset. Energies are from ωB97M-V/def2-TZVPD.

Structure (XYZ):
```
154
Properties=species:S:1:pos:R:3:mulliken_charge:R:1
C -0.865 0.582 5.835 0.5034
O -0.832 1.018 4.685 -0.5158
N -2.032 0.391 6.486 -0.3146
N 0.261 0.198 6.511 -0.3337
H -2.041 -0.122 7.322 0.1261
H -2.888 0.606 5.961 0.2358
H 1.188 0.236 6.061 0.2217
H 0.186 -0.298 7.475 0.1849
C -4.643 0.844 0.716 0.0863
O -5.421 -0.077 0.878 -0.6454
N -3.276 0.711 0.662 1.7672
N -5.176 2.137 0.572 -0.4255
H -2.766 1.569 0.807 -0.6200
H -2.869 -0.186 0.919 -0.6740
H -4.649 2.943 0.802 0.2245
H -6.029 2.064 1.128 0.2965
C -0.603 -2.033 2.235 -0.4470
O -1.335 -0.767 2.381 0.6896
H 0.400 -1.910 2.644 0.0135
H -1.062 -2.869 2.840 0.2390
H -0.609 -2.295 1.129 0.1203
H -1.027 -0.324 3.206 -0.2360
C -0.063 0.674 -1.042 -0.0765
O -0.055 1.003 0.368 0.1346
H 0.252 1.577 -1.549 -0.2071
H 0.679 -0.100 -1.185 0.6362
H -1.006 0.320 -1.403 -0.2526
H -0.250 0.175 0.875 -0.3297
C 1.996 -4.063 1.710 -0.3131
O 2.680 -2.929 2.073 -0.3534
H 1.411 -3.841 0.779 -0.1194
H 2.707 -4.919 1.582 0.2446
H 1.317 -4.296 2.570 0.2969
H 3.175 -2.651 1.273 0.2223
C 6.101 -2.712 0.631 -0.6672
O 4.868 -2.665 -0.116 -0.3645
H 6.985 -2.826 0.025 0.3340
H 6.287 -1.660 0.993 0.2128
H 6.044 -3.431 1.485 0.2384
H 4.742 -3.514 -0.538 0.3126
C 2.281 0.194 -5.343 -0.5140
O 1.284 -0.808 -5.184 -0.4490
H 2.266 0.990 -4.585 0.0447
H 3.251 -0.319 -5.304 0.2765
H 2.252 0.740 -6.294 0.3622
H 0.425 -0.445 -5.515 0.3146
C -4.870 -0.420 4.137 -0.5077
O -4.357 0.787 4.765 -0.7387
H -4.879 -1.187 4.882 0.3638
H -5.847 -0.271 3.715 0.2913
H -4.156 -0.829 3.365 0.0593
H -3.756 1.253 4.133 0.3076
C 1.571 3.834 -1.838 -0.8743
C 2.638 2.824 -1.455 1.7119
C 3.973 3.110 -1.904 -1.3378
O 4.044 3.243 -3.290 -0.2823
C 5.364 3.156 -3.712 -0.8269
N 2.679 2.498 -0.057 -0.5276
H 1.530 3.801 -2.922 0.4691
H 1.875 4.858 -1.652 0.5899
H 0.508 3.575 -1.488 -0.6862
H 2.335 1.817 -1.904 -0.4287
H 4.583 2.307 -1.549 0.5338
H 4.339 3.946 -1.343 0.3814
H 5.664 2.141 -3.886 0.2997
H 6.042 3.715 -3.053 0.3372
H 5.486 3.621 -4.709 0.2586
H 2.649 3.387 0.459 0.2274
H 1.758 2.111 0.244 0.1104
C -1.712 1.916 -4.986 -1.6115
C -1.648 0.621 -4.193 1.1259
C -2.918 0.573 -3.270 0.7825
O -4.094 0.555 -4.002 -0.5593
C -5.216 0.874 -3.073 -0.4650
N -1.445 -0.568 -5.018 -0.5880
H -2.478 1.834 -5.715 0.4346
H -0.725 2.191 -5.361 0.3620
H -2.054 2.785 -4.391 0.2789
H -0.837 0.679 -3.537 -0.2378
H -2.757 1.504 -2.609 -0.0887
H -2.763 -0.244 -2.522 -0.5328
H -4.809 1.615 -2.401 0.1735
H -5.465 -0.094 -2.574 0.1831
H -6.048 1.223 -3.632 0.3310
H -2.211 -0.512 -5.683 0.3353
H -1.618 -1.392 -4.455 0.0477
C -2.138 4.850 -1.318 -0.8447
C -1.888 5.771 -0.102 0.5405
C -1.412 4.904 1.066 -0.5542
O -2.431 3.979 1.406 -0.2511
C -2.088 3.122 2.483 -0.6723
N -0.843 6.762 -0.307 -0.6439
H -1.280 4.315 -1.574 0.0034
H -2.454 5.272 -2.281 0.4687
H -2.798 4.090 -0.918 0.1642
H -2.839 6.263 0.159 0.2066
H -1.184 5.500 1.944 0.3999
H -0.524 4.281 0.729 -0.0377
H -2.941 2.480 2.507 -0.1686
H -2.016 3.681 3.456 0.4564
H -1.163 2.511 2.307 0.4500
H -1.024 7.327 -1.139 0.2425
H -0.772 7.435 0.437 0.2239
C -3.554 -5.212 -1.765 -1.2929
C -4.159 -3.797 -1.697 0.7238
C -3.247 -2.801 -1.063 0.3390
O -2.685 -3.141 0.199 -0.2550
C -3.698 -3.280 1.239 -1.1833
N -4.736 -3.276 -2.968 -0.6203
H -3.063 -5.395 -0.788 0.2491
H -2.866 -5.402 -2.599 0.3029
H -4.318 -5.999 -1.802 0.3611
H -5.027 -3.964 -0.963 0.1282
H -3.768 -1.826 -0.944 -0.1217
H -2.384 -2.566 -1.704 -0.2166
H -4.490 -2.599 0.926 0.5375
H -3.274 -3.154 2.233 0.1489
H -4.064 -4.269 1.094 0.4404
H -5.683 -3.547 -3.145 0.2328
H -4.607 -2.336 -3.132 0.1445
C 2.983 3.491 4.354 -1.1549
C 4.062 2.572 5.060 0.6139
C 4.075 1.224 4.492 -1.0738
O 2.748 0.735 4.733 -0.3543
C 2.405 -0.295 3.886 -0.0920
N 5.427 3.041 4.946 -0.7086
H 3.163 3.532 3.299 0.2964
H 3.147 4.483 4.739 0.4031
H 2.043 3.083 4.729 0.2078
H 3.716 2.432 6.070 0.2267
H 4.777 0.536 4.961 0.3459
H 4.310 1.292 3.442 0.4442
H 2.686 0.062 2.869 0.3372
H 1.318 -0.448 3.839 -0.5803
H 2.905 -1.178 4.178 0.4630
H 6.097 2.618 5.613 0.2420
H 5.592 4.045 5.207 0.2619
C 2.516 -6.596 -1.208 -1.2052
C 3.173 -5.615 -2.212 0.1415
C 2.288 -4.380 -2.388 0.2181
O 1.344 -4.655 -3.343 -0.4747
C 0.479 -3.555 -3.497 -0.5674
N 4.571 -5.197 -1.767 -0.6030
H 1.507 -6.753 -1.503 0.3813
H 2.572 -6.188 -0.180 0.1541
H 3.098 -7.548 -1.353 0.3844
H 3.155 -6.143 -3.185 0.2438
H 2.856 -3.535 -2.714 0.4086
H 1.761 -4.129 -1.456 -0.3948
H -0.066 -3.409 -2.557 0.2280
H -0.309 -3.835 -4.243 0.2968
H 0.980 -2.651 -3.766 0.3397
H 5.074 -6.016 -1.552 0.2151
H 5.047 -4.749 -2.549 0.2696
```

Its HOMO-LUMO gap is 9.60 eV. As for the HOMO energy: -8.9926 eV. As for the total energy: -2878.73566 Ha.


Here is a structure of composition C42H19BiF20GeN3O5S4 from the Open Molecules 2025 dataset. Energies are from ωB97M-V/def2-TZVPD.

Structure (XYZ):
```
95
Properties=species:S:1:pos:R:3:mulliken_charge:R:1
Bi -0.012 -0.118 0.323 1.9608
O 2.135 1.795 -2.967 -0.7823
C 1.448 1.632 -1.966 -0.5040
O 1.443 0.530 -1.325 0.5695
C 0.544 2.807 -1.540 -0.3098
C -0.949 2.474 -1.763 -0.0251
C -1.708 3.789 -2.007 -0.9155
C -1.728 4.380 -0.583 -1.1122
C -1.015 3.268 0.206 -0.0183
O -1.412 2.086 -0.477 -0.3365
C 0.500 3.353 -0.086 -0.4571
C 1.256 2.694 1.068 -0.3960
O 1.657 3.390 1.974 -0.6490
O 1.423 1.401 1.067 0.4688
H 0.854 3.615 -2.209 0.6990
H -1.135 1.685 -2.490 0.4517
H -2.714 3.581 -2.364 0.3633
H -1.206 4.425 -2.732 0.4146
H -2.745 4.511 -0.212 0.3350
H -1.199 5.328 -0.509 0.3985
H -1.270 3.212 1.262 0.8243
H 0.840 4.391 -0.058 0.6997
C 2.706 -1.467 -3.208 -0.4202
C 1.302 -1.659 -3.601 0.3217
N 0.298 -1.739 -2.816 -0.0706
C -0.885 -1.836 -3.484 0.0708
C -0.772 -1.843 -4.847 -0.7894
S 0.872 -1.710 -5.317 -0.2614
C -2.143 -1.895 -2.768 -0.4122
C -3.291 -2.490 -3.217 -0.5885
S -4.554 -2.289 -2.068 -0.2787
C -3.432 -1.399 -1.055 -0.2144
N -2.257 -1.296 -1.552 0.6233
C -3.837 -0.850 0.253 0.0022
H 2.846 -1.799 -2.182 -0.2011
H 2.913 -0.395 -3.262 -0.0158
H 3.377 -1.992 -3.885 0.6841
H -1.552 -1.889 -5.578 0.4717
H -3.458 -3.027 -4.131 0.5106
H -4.906 -0.966 0.409 0.5582
H -3.563 0.202 0.303 -0.1730
H -3.291 -1.379 1.034 -0.0304
F -6.057 -0.680 4.705 -0.3238
C -4.837 -0.433 4.204 0.6328
C -4.574 0.750 3.525 0.2610
F -5.552 1.653 3.353 -0.3448
C -3.300 1.002 3.041 -0.3103
F -3.104 2.158 2.390 -0.3218
C -2.236 0.109 3.218 0.4389
S -0.594 0.539 2.807 -0.4575
C -2.538 -1.083 3.891 -0.0693
F -1.581 -1.991 4.101 -0.3982
C -3.807 -1.350 4.382 0.3171
F -4.049 -2.490 5.047 -0.3323
C 0.311 -4.543 1.359 -0.9186
C -0.634 -3.486 1.202 0.3606
N -1.396 -2.641 1.065 -0.3058
H 1.285 -4.172 1.035 0.1094
H 0.013 -5.398 0.753 0.3635
H 0.365 -4.828 2.408 0.3036
F 3.331 2.856 -0.376 -0.5057
C 4.129 2.085 -1.107 -0.3638
C 4.331 0.765 -0.752 -0.0933
C 5.120 0.014 -1.605 -0.0062
F 5.328 -1.287 -1.336 -0.4308
C 5.708 0.548 -2.744 0.4266
F 6.451 -0.222 -3.554 -0.3730
C 5.522 1.890 -3.050 0.7415
F 6.105 2.425 -4.128 -0.3516
C 4.722 2.665 -2.225 0.4376
F 4.511 3.952 -2.504 -0.3678
Ge 3.552 -0.108 0.907 2.6682
S 1.902 -1.555 0.879 -0.9450
C 3.751 1.167 2.457 -0.2667
C 3.106 0.845 3.638 -0.1523
F 2.662 -0.412 3.783 -0.4585
C 2.958 1.752 4.676 0.3854
F 2.355 1.407 5.820 -0.3698
C 3.474 3.036 4.535 0.7102
F 3.324 3.932 5.517 -0.3599
C 4.191 3.363 3.393 0.3722
F 4.751 4.573 3.273 -0.3713
C 4.330 2.420 2.380 -0.0597
F 5.096 2.734 1.329 -0.4747
C 5.087 -1.406 1.374 -0.5055
C 5.060 -2.791 1.318 0.0201
F 4.010 -3.449 0.823 -0.2948
C 6.135 -3.575 1.731 -0.0186
F 6.063 -4.912 1.637 -0.3215
C 7.282 -2.981 2.241 0.6583
F 8.308 -3.728 2.666 -0.3151
C 7.348 -1.594 2.293 0.0226
F 8.441 -0.986 2.776 -0.3123
C 6.268 -0.851 1.835 0.1310
F 6.395 0.487 1.822 -0.3265
```

Its HOMO-LUMO gap is 7.49 eV. The energy relative to the best compared isomer or geometry (same formula, charge and spin) comes out at 18.1 kcal per mole. As for the charge: -1. As for the HOMO energy: -5.6060 eV. As for the total energy: -8034.09585 Ha.


Here is a structure of composition C2H3O2Yb from the Open Molecules 2025 dataset. Energies are from ωB97M-V/def2-TZVPD.

Structure (XYZ):
```
8
Properties=species:S:1:pos:R:3:nbo_charge:R:1
C -0.854 0.419 -0.033 0.0480
C -0.401 -0.924 -0.123 -0.0635
O 0.929 -1.176 -0.060 -1.0068
O 0.191 1.276 0.130 -0.8305
H -1.014 -1.484 -0.855 0.2386
H -0.114 2.188 0.214 0.5275
Yb 2.529 0.344 -0.180 1.8364
H -1.266 -0.645 0.906 0.2503
```

Its HOMO-LUMO gap is 6.20 eV. The energy relative to the best compared isomer or geometry (same formula, charge and spin) comes out at 0.0 kcal per mole. As for the charge: +1. As for the HOMO energy: -12.0863 eV. As for the total energy: -1386.79778 Ha.


Here is the molecule C6H14OSi from the Open Molecules 2025 dataset. Energies are from ωB97M-V/def2-TZVPD.

Structure (XYZ):
```
22
Properties=species:S:1:pos:R:3:nbo_charge:R:1
O -0.832 1.099 -0.091 -0.8784
C -0.204 1.882 2.080 -0.4881
C 0.125 1.775 0.768 0.3410
C 1.446 2.081 0.245 -0.6883
C 1.124 -1.187 0.122 -1.1469
C -0.493 -0.874 -2.286 -1.1551
C -1.760 -1.803 0.338 -1.1062
Si -0.575 -0.542 -0.451 1.8786
H -1.142 1.503 2.323 0.1994
H 0.302 2.325 2.925 0.2111
H 1.755 1.411 -0.564 0.2316
H 1.334 3.097 -0.156 0.2327
H 2.196 2.069 1.036 0.2346
H 1.343 -0.698 1.089 0.2420
H 0.999 -2.275 0.183 0.2351
H 1.810 -1.136 -0.719 0.2325
H -1.496 -1.168 -2.710 0.2355
H 0.114 -1.714 -2.463 0.2351
H -0.194 -0.074 -2.993 0.2497
H -1.549 -2.765 0.005 0.2371
H -2.651 -1.324 -0.098 0.2281
H -1.652 -1.682 1.419 0.2389
```

Its HOMO-LUMO gap is 9.96 eV. The SMILES is C=C(C)O[Si](C)(C)C. The energy relative to the best compared isomer or geometry (same formula, charge and spin) comes out at 34.2 kcal per mole. As for the HOMO energy: -9.1208 eV. As for the total energy: -601.74664 Ha.


Question: Among the records above, which one has the highest HOMO energy?
Answer: C42H19BiF20GeN3O5S4